Entry 1:
ORCA calculation (ωB97M-V/def2-TZVPD) on a single CH8OSi2 molecule.

Geometry (Å):
O (-0.037, 1.750, 0.535)
C (-0.031, 0.320, 0.620)
Si (-1.712, -0.410, -0.203)
Si (1.639, -0.413, -0.164)
H (0.284, 2.018, -0.381)
H (-0.105, 0.045, 1.676)
H (-2.458, -1.041, 1.005)
H (-1.535, -1.446, -1.226)
H (-2.372, 0.795, -0.692)
H (2.609, -0.200, 0.784)
H (1.652, -1.839, -0.485)
H (2.067, 0.423, -1.470)

Its orbital gap is 10.05 eV. As for the total charge: 0. The structure (SMILES) is OC([SiH3])[SiH3]. The HOMO energy is -0.3394 hartree. As for the LUMO energy: 0.8 eV.

***

Entry 2:
ORCA calculation (ωB97M-V/def2-TZVPD) on a molecular structure, C32H24ClF3N5O16P2S2W.

Geometry (Å):
W (-0.943, -0.060, 0.031)
O (0.708, -7.327, 2.327)
N (1.354, -6.390, 1.920)
O (2.520, -6.431, 1.585)
C (0.666, -5.080, 1.856)
C (-0.288, -4.876, 2.776)
C (-0.972, -3.628, 2.830)
C (-1.939, -3.350, 3.803)
C (-2.567, -2.135, 3.767)
C (-2.250, -1.237, 2.757)
N (-1.315, -1.454, 1.839)
C (-0.670, -2.645, 1.887)
C (0.344, -2.871, 0.925)
N (0.601, -1.836, 0.089)
C (1.568, -2.004, -0.793)
C (2.288, -3.187, -0.918)
C (2.026, -4.244, -0.098)
C (1.039, -4.084, 0.892)
H (-0.534, -5.659, 3.479)
H (-2.182, -4.092, 4.553)
H (-3.331, -1.864, 4.480)
H (-2.819, -0.331, 2.684)
H (1.818, -1.194, -1.443)
H (3.048, -3.241, -1.684)
H (2.568, -5.169, -0.192)
C (6.394, 1.948, -1.509)
C (5.289, 1.488, -0.603)
C (5.195, 0.161, -0.200)
C (4.162, -0.266, 0.621)
C (3.219, 0.658, 1.037)
C (3.295, 1.997, 0.659)
C (4.327, 2.400, -0.159)
S (1.988, 0.183, 2.179)
O (2.082, 1.013, 3.342)
O (2.007, -1.239, 2.343)
N (0.533, 0.619, 1.456)
C (-0.317, 1.498, 2.122)
C (-0.117, 2.591, 2.970)
C (-1.223, 3.340, 3.294)
C (-2.488, 3.043, 2.775)
C (-2.607, 1.973, 1.937)
N (-1.533, 1.198, 1.690)
H (7.031, 1.120, -1.817)
H (7.018, 2.692, -1.010)
H (5.981, 2.414, -2.405)
H (5.941, -0.551, -0.531)
H (4.098, -1.293, 0.956)
H (2.554, 2.708, 1.005)
H (4.390, 3.436, -0.471)
H (0.865, 2.831, 3.339)
H (-1.103, 4.196, 3.946)
H (-3.348, 3.649, 3.016)
H (-3.528, 1.676, 1.454)
O (-2.931, -2.665, -2.853)
P (-2.073, -2.803, -1.559)
O (-1.198, -3.962, -1.486)
O (-1.355, -1.429, -1.335)
O (-3.152, -2.748, -0.327)
P (-3.980, -1.372, -0.178)
O (-4.839, -1.615, 1.129)
O (-4.737, -1.052, -1.391)
O (-2.938, -0.337, 0.316)
H (-3.676, -2.035, -2.748)
H (-5.736, -1.925, 0.939)
Cl (-3.258, 6.807, -4.487)
C (-2.785, 5.428, -3.572)
C (-3.355, 4.194, -3.861)
C (-2.972, 3.090, -3.125)
C (-2.028, 3.230, -2.110)
C (-1.459, 4.471, -1.831)
C (-1.839, 5.576, -2.564)
C (-1.630, 2.061, -1.353)
O (-0.839, 2.098, -0.352)
O (-2.038, 0.887, -1.601)
H (-4.084, 4.110, -4.654)
H (-3.399, 2.116, -3.329)
H (-0.708, 4.553, -1.056)
H (-1.407, 6.548, -2.373)
F (1.260, 0.938, -4.931)
C (0.615, 0.420, -3.903)
F (-0.674, 0.722, -3.991)
F (0.752, -0.904, -3.906)
S (1.340, 1.092, -2.344)
O (2.677, 0.600, -2.327)
O (1.081, 2.491, -2.323)
O (0.528, 0.319, -1.305)

Its orbital gap is 7.28 eV. As for the total charge: +1. The HOMO energy is -0.4340 hartree. As for the LUMO energy: -4.5 eV.

***

Entry 3:
ORCA calculation (ωB97M-V/def2-TZVPD) on 2 unconnected molecules or ions with the total composition C2H9N5.

Geometry (Å):
H (-2.543, 1.530, -0.325)
N (-2.423, 0.522, -0.205)
N (-2.033, 0.038, -1.299)
N (-1.871, -1.268, -1.306)
H (-1.496, -1.681, -2.140)
H (-1.984, -1.812, -0.454)
N (1.136, 0.310, 2.153)
C (0.418, 0.454, 0.950)
C (0.899, 0.278, -0.280)
N (2.242, 0.057, -0.636)
H (0.782, 0.905, 2.888)
H (2.132, 0.449, 2.036)
H (-0.633, 0.654, 1.081)
H (0.244, 0.406, -1.128)
H (2.788, -0.325, 0.126)
H (2.343, -0.517, -1.460)

Its orbital gap is 8.16 eV. As for the total charge: 0. The structure (SMILES) is [H]/N=N/N.N/C=C\N. The HOMO energy is -0.2632 hartree. As for the LUMO energy: 1.0 eV.

***

Entry 4:
ORCA calculation (ωB97M-V/def2-TZVPD) on a molecular structure, C25H37Cl3N7O4PS5SbSiTc.

Geometry (Å):
Tc (0.154, 0.214, 0.870)
S (5.772, 0.338, 2.201)
Sb (5.305, 2.484, 2.244)
S (1.852, 0.541, 2.282)
S (1.858, 2.377, 3.135)
S (3.590, 2.490, 4.170)
N (0.385, 3.195, 0.355)
C (-0.200, 4.399, 0.372)
C (-1.439, 4.245, 0.955)
C (-1.512, 2.888, 1.268)
N (-0.396, 2.249, 0.901)
H (1.332, 2.960, 0.068)
H (0.301, 5.275, -0.011)
H (-2.182, 5.005, 1.136)
H (-2.312, 2.357, 1.759)
C (-1.979, -2.520, 4.755)
N (-2.891, -2.389, 3.611)
C (-3.959, -1.443, 3.946)
N (-3.443, -0.135, 4.352)
C (-2.540, -0.313, 5.496)
N (-1.439, -1.227, 5.184)
C (-0.517, -0.663, 4.232)
P (-1.353, -0.342, 2.585)
C (-2.193, -2.001, 2.397)
C (-2.830, 0.596, 3.260)
H (-1.156, -3.185, 4.489)
H (-2.531, -2.957, 5.585)
H (-4.535, -1.855, 4.774)
H (-4.622, -1.324, 3.087)
H (-3.114, -0.731, 6.319)
H (-2.137, 0.654, 5.801)
H (0.332, -1.330, 4.060)
H (-0.131, 0.292, 4.595)
H (-1.450, -2.756, 2.138)
H (-2.915, -1.939, 1.578)
H (-3.563, 0.742, 2.463)
H (-2.503, 1.575, 3.613)
C (5.681, 0.042, -1.636)
C (5.341, 1.490, -1.989)
C (3.827, 1.741, -2.198)
C (3.571, 3.247, -2.449)
C (2.150, 3.549, -2.937)
C (3.430, 0.983, -3.444)
O (3.852, 1.198, -4.542)
N (2.536, -0.090, -3.240)
C (2.106, -0.459, -2.026)
O (1.462, -1.614, -2.025)
N (2.275, 0.196, -0.907)
C (3.070, 1.322, -0.948)
O (3.187, 2.006, 0.063)
H (6.759, -0.072, -1.533)
H (5.355, -0.646, -2.423)
H (5.228, -0.261, -0.689)
H (5.835, 1.772, -2.917)
H (5.685, 2.171, -1.208)
H (4.298, 3.584, -3.187)
H (3.776, 3.768, -1.517)
H (2.026, 3.258, -3.981)
H (1.942, 4.617, -2.872)
H (1.390, 3.018, -2.348)
H (2.279, -0.640, -4.049)
Cl (0.946, -2.121, 0.837)
Si (1.689, -2.866, -0.944)
Cl (3.627, -3.247, -0.761)
Cl (0.540, -4.350, -1.591)
C (-3.527, -4.519, -4.528)
C (-2.977, -3.438, -3.638)
C (-2.373, -2.299, -4.171)
C (-1.881, -1.292, -3.352)
C (-1.993, -1.443, -1.981)
C (-2.577, -2.569, -1.414)
C (-3.070, -3.558, -2.248)
S (-1.505, -0.078, -0.952)
C (-3.121, 0.675, -0.790)
O (-0.646, 0.832, -1.769)
H (-3.354, -4.301, -5.580)
H (-4.603, -4.628, -4.376)
H (-3.070, -5.482, -4.294)
H (-2.299, -2.187, -5.246)
H (-1.432, -0.396, -3.766)
H (-2.648, -2.678, -0.336)
H (-3.539, -4.438, -1.820)
H (-3.534, 0.760, -1.794)
H (-3.006, 1.655, -0.336)
H (-3.746, 0.023, -0.173)

Its orbital gap (alpha / beta) is 5.62 / 5.62 eV. As for the total charge: +2. The HOMO energy (alpha / beta) is -0.4740 / -0.4740 hartree. As for the LUMO energy (alpha / beta): -7.3 / -7.3 eV.

***

Entry 5:
ORCA calculation (ωB97M-V/def2-TZVPD) on 2 unconnected molecules or ions with the total composition C4H7NO.

Geometry (Å):
O (-0.336, -0.271, 2.176)
C (-0.597, -0.080, 0.798)
C (0.116, 1.105, 0.122)
C (0.993, 0.496, -0.936)
N (1.021, -0.835, -0.571)
C (-0.053, -1.335, 0.103)
H (0.573, -0.593, 2.246)
H (-1.684, -0.001, 0.699)
H (0.810, 1.636, 0.792)
H (-0.562, 1.864, -0.285)
H (-0.712, -0.002, -2.166)
H (1.585, -1.474, -1.124)
H (-1.155, -0.511, -1.852)

Its orbital gap is 8.12 eV. As for the total charge: 0. The HOMO energy is -0.3308 hartree. As for the LUMO energy: -0.9 eV.

***

Entry 6:
ORCA calculation (ωB97M-V/def2-TZVPD) on 16 unconnected molecules or ions with the total composition C57H157N11O20.

Geometry (Å):
C (0.865, -6.706, 4.204)
O (1.186, -5.790, 3.243)
H (0.120, -7.402, 3.819)
H (1.771, -7.270, 4.423)
H (0.482, -6.203, 5.092)
H (0.948, -6.099, 2.366)
C (-4.223, -0.470, -9.337)
O (-2.853, -0.095, -9.387)
H (-4.299, -1.260, -8.590)
H (-4.832, 0.394, -9.072)
H (-4.559, -0.894, -10.283)
H (-2.302, -0.769, -9.789)
C (-8.048, 1.676, -4.264)
O (-7.812, 1.475, -2.851)
H (-8.051, 2.746, -4.471)
H (-7.367, 1.089, -4.881)
H (-9.057, 1.357, -4.526)
H (-6.926, 1.741, -2.597)
C (-8.505, -3.562, -3.505)
O (-7.825, -3.038, -2.430)
H (-8.369, -4.634, -3.651)
H (-9.567, -3.333, -3.420)
H (-8.209, -3.091, -4.443)
H (-8.027, -2.100, -2.396)
C (1.695, -6.591, -2.490)
O (0.762, -6.465, -1.369)
H (2.736, -6.637, -2.168)
H (1.460, -7.560, -2.930)
H (1.685, -5.683, -3.093)
H (-0.068, -6.146, -1.733)
C (-3.400, 12.400, 7.205)
O (-3.737, 11.352, 6.322)
C (-4.385, 10.272, 6.959)
C (-4.698, 9.069, 6.082)
N (-5.583, 9.535, 5.014)
C (-5.695, 8.618, 3.890)
C (-6.321, 9.305, 2.657)
O (-6.906, 8.278, 1.768)
C (-5.926, 7.528, 1.027)
H (-4.259, 12.954, 7.583)
H (-2.774, 13.066, 6.612)
H (-2.843, 12.153, 8.108)
H (-5.302, 10.652, 7.410)
H (-3.794, 9.997, 7.833)
H (-5.182, 8.268, 6.640)
H (-3.737, 8.679, 5.745)
H (-5.229, 10.436, 4.725)
H (-6.231, 7.695, 4.112)
H (-4.697, 8.289, 3.598)
H (-5.605, 9.893, 2.082)
H (-7.199, 9.868, 2.975)
H (-5.161, 8.078, 0.479)
H (-6.472, 6.901, 0.322)
H (-5.417, 6.738, 1.579)
C (1.253, -5.560, -14.076)
O (0.773, -4.318, -13.627)
C (-0.515, -4.319, -13.034)
C (-0.472, -4.479, -11.557)
N (0.251, -3.443, -10.827)
C (0.466, -3.804, -9.431)
C (1.426, -2.869, -8.597)
O (2.807, -2.984, -9.033)
C (3.776, -2.499, -8.043)
H (2.296, -5.423, -14.362)
H (0.639, -6.041, -14.837)
H (1.413, -6.185, -13.197)
H (-1.197, -5.096, -13.378)
H (-0.937, -3.336, -13.243)
H (0.004, -5.440, -11.359)
H (-1.534, -4.526, -11.315)
H (1.111, -3.235, -11.315)
H (0.816, -4.835, -9.402)
H (-0.537, -3.750, -9.008)
H (1.337, -3.112, -7.538)
H (1.130, -1.824, -8.691)
H (3.748, -1.422, -7.880)
H (4.768, -2.741, -8.425)
H (3.660, -2.958, -7.061)
C (8.178, 0.613, 10.400)
O (7.125, 0.034, 9.642)
C (7.416, -1.267, 9.219)
C (6.385, -1.803, 8.269)
N (5.214, -2.223, 9.010)
C (4.027, -2.641, 8.250)
C (3.372, -1.381, 7.730)
O (3.179, -0.586, 8.866)
C (2.473, 0.608, 8.559)
H (7.894, 1.630, 10.671)
H (9.100, 0.599, 9.818)
H (8.329, -0.020, 11.274)
H (7.597, -1.908, 10.082)
H (8.333, -1.339, 8.634)
H (6.824, -2.554, 7.613)
H (6.083, -0.973, 7.630)
H (4.856, -1.371, 9.417)
H (3.280, -2.957, 8.979)
H (4.169, -3.449, 7.532)
H (2.453, -1.617, 7.193)
H (3.996, -0.909, 6.970)
H (3.203, 1.207, 8.014)
H (2.180, 1.142, 9.462)
H (1.600, 0.343, 7.963)
C (9.860, -7.381, 3.420)
O (8.590, -6.884, 3.662)
C (8.275, -5.673, 2.932)
C (6.770, -5.352, 3.061)
N (6.322, -4.099, 2.463)
C (6.460, -4.066, 1.018)
C (5.744, -2.831, 0.335)
O (6.632, -1.815, -0.012)
C (6.014, -0.713, -0.572)
H (10.015, -7.516, 2.350)
H (10.009, -8.308, 3.973)
H (10.534, -6.647, 3.861)
H (8.558, -5.804, 1.888)
H (8.805, -4.838, 3.390)
H (6.534, -5.389, 4.124)
H (6.178, -6.149, 2.610)
H (5.327, -4.079, 2.636)
H (5.940, -4.929, 0.602)
H (7.478, -4.137, 0.634)
H (5.058, -2.373, 1.046)
H (5.106, -3.057, -0.519)
H (6.810, 0.030, -0.520)
H (5.089, -0.358, -0.117)
H (5.870, -0.783, -1.650)
C (-2.336, -0.111, -2.979)
C (-2.482, 0.298, -1.525)
C (-1.142, 0.116, -0.736)
O (-1.305, 0.571, 0.618)
C (-0.136, 0.446, 1.420)
N (-3.003, 1.678, -1.597)
H (-2.013, -1.149, -3.066)
H (-1.675, 0.577, -3.506)
H (-3.286, -0.091, -3.513)
H (-3.211, -0.397, -1.108)
H (-0.290, 0.703, -1.081)
H (-0.886, -0.943, -0.744)
H (-0.349, 1.056, 2.298)
H (0.690, 0.963, 0.931)
H (0.132, -0.579, 1.677)
H (-2.376, 2.364, -1.992)
H (-2.922, 2.057, -0.665)
C (8.648, 7.399, 6.754)
C (7.670, 6.510, 7.534)
C (7.411, 5.082, 6.990)
O (7.146, 5.027, 5.590)
C (6.883, 3.742, 5.108)
N (8.057, 6.592, 8.944)
H (8.732, 8.347, 7.285)
H (8.324, 7.606, 5.734)
H (9.630, 6.948, 6.611)
H (6.641, 6.865, 7.488)
H (6.521, 4.643, 7.441)
H (8.268, 4.442, 7.198)
H (6.342, 3.137, 5.835)
H (7.787, 3.215, 4.803)
H (6.356, 3.928, 4.172)
H (8.101, 7.563, 9.218)
H (9.026, 6.320, 9.037)
C (-5.002, -8.593, -3.182)
C (-4.024, -7.673, -3.920)
C (-4.435, -7.456, -5.425)
O (-4.274, -8.758, -5.970)
C (-4.781, -8.879, -7.289)
N (-4.004, -6.359, -3.220)
H (-5.244, -9.496, -3.743)
H (-5.992, -8.172, -3.003)
H (-4.619, -8.938, -2.221)
H (-3.019, -8.085, -4.011)
H (-3.683, -6.793, -5.853)
H (-5.464, -7.102, -5.471)
H (-5.770, -8.458, -7.468)
H (-4.887, -9.949, -7.464)
H (-4.066, -8.631, -8.074)
H (-3.962, -6.608, -2.242)
H (-4.813, -5.770, -3.353)
C (-6.143, 1.212, 3.683)
C (-5.106, 1.852, 4.620)
C (-4.530, 0.814, 5.636)
O (-5.507, 0.264, 6.512)
C (-4.871, -0.704, 7.388)
N (-4.038, 2.494, 3.867)
H (-5.738, 0.421, 3.051)
H (-6.607, 1.918, 2.995)
H (-6.970, 0.684, 4.157)
H (-5.574, 2.627, 5.227)
H (-3.780, 1.282, 6.274)
H (-4.036, 0.057, 5.027)
H (-5.611, -0.902, 8.164)
H (-3.942, -0.400, 7.870)
H (-4.670, -1.663, 6.910)
H (-3.364, 3.070, 4.352)
H (-3.517, 1.802, 3.347)
C (-2.389, 5.476, -6.201)
C (-2.560, 6.385, -4.948)
C (-1.224, 6.516, -4.163)
O (-0.959, 5.369, -3.326)
C (0.271, 5.349, -2.636)
N (-2.980, 7.712, -5.376)
H (-1.705, 5.953, -6.904)
H (-3.316, 5.259, -6.732)
H (-1.991, 4.506, -5.902)
H (-3.364, 6.020, -4.308)
H (-1.329, 7.384, -3.511)
H (-0.441, 6.700, -4.897)
H (1.000, 4.840, -3.267)
H (0.156, 4.766, -1.722)
H (0.632, 6.361, -2.452)
H (-2.884, 8.360, -4.607)
H (-2.191, 7.994, -5.941)
C (6.674, 6.526, -4.437)
C (7.058, 5.652, -5.657)
C (5.939, 5.282, -6.610)
O (4.988, 4.535, -5.854)
C (3.833, 4.285, -6.714)
N (8.102, 6.369, -6.322)
H (5.956, 6.058, -3.763)
H (6.217, 7.432, -4.834)
H (7.565, 6.780, -3.863)
H (7.475, 4.723, -5.267)
H (6.337, 4.781, -7.493)
H (5.557, 6.256, -6.915)
H (3.071, 3.742, -6.154)
H (4.131, 3.635, -7.536)
H (3.305, 5.122, -7.171)
H (7.713, 7.214, -6.715)
H (8.821, 6.661, -5.675)
C (-8.591, -7.060, 4.459)
C (-7.637, -6.176, 3.588)
C (-6.290, -6.910, 3.196)
O (-5.361, -6.106, 2.391)
C (-4.793, -5.023, 3.075)
N (-8.385, -6.031, 2.342)
H (-8.756, -8.008, 3.947)
H (-9.618, -6.716, 4.582)
H (-8.237, -7.171, 5.484)
H (-7.529, -5.202, 4.065)
H (-6.495, -7.853, 2.688)
H (-5.645, -7.122, 4.049)
H (-4.367, -5.336, 4.028)
H (-5.587, -4.290, 3.218)
H (-3.931, -4.563, 2.591)
H (-9.278, -5.558, 2.347)
H (-7.861, -5.451, 1.702)

Its orbital gap is 8.34 eV. As for the total charge: 0. The HOMO energy is -0.3076 hartree. As for the LUMO energy: 0.0 eV.

***

Entry 7:
ORCA calculation (ωB97M-V/def2-TZVPD) on 3 unconnected molecules or ions with the total composition C2H10NO2.

Geometry (Å):
C (-1.493, 0.018, 0.667)
C (0.083, 1.800, 0.499)
N (-0.366, 0.672, -0.015)
H (-1.118, -0.692, 1.467)
H (-2.282, -0.514, -0.046)
H (-2.169, 0.749, 1.310)
H (-0.350, 2.219, 1.337)
H (0.961, 2.253, 0.028)
H (0.085, 0.084, -0.739)
H (2.729, -0.263, -1.479)
H (2.399, 1.211, -1.509)
O (2.274, 0.443, -1.047)
H (-0.810, -2.916, -0.610)
H (0.243, -2.837, 0.394)
O (-0.186, -2.228, -0.257)

Its orbital gap (alpha / beta) is 5.40 / 10.06 eV. As for the total charge: 0. The HOMO energy (alpha / beta) is -0.1785 / -0.3500 hartree. The multiplicity is 2. As for the LUMO energy (alpha / beta): 0.5 / 0.5 eV.